Below is C32H38N6O2PmSSi as an isolated structure, with properties calculated with the ωB97M-V functional and the def2-TZVPD basis.

Last column: Mulliken spin population.
CARTESIAN COORDINATES (ANGSTROEM)
C -2.76010 -3.66320 -0.75740  0.00
C -1.14370 2.90230 0.88650  -0.03
H -4.24920 2.01530 2.85800  0.00
C -2.93210 2.74480 -1.85640  0.27
C 5.42760 1.01230 2.27410  0.00
H 0.31970 -3.96080 -2.04610  0.00
H -1.49610 4.94790 1.39340  -0.01
C -1.76650 2.41010 -3.86270  0.14
H -3.11910 -0.52000 0.70010  0.01
H -0.27260 3.12030 0.27690  0.00
C -2.32400 -1.40630 -2.19000  -0.11
C -3.03280 -0.13150 1.71730  0.00
H -3.52310 4.38840 2.75570  0.00
H 2.41810 2.81630 4.33100  0.00
Pm 0.26590 0.10810 -0.28300  4.29
C 1.19080 1.82170 2.89130  0.00
O -0.95270 1.52060 -1.89460  -0.06
H 3.93740 -2.21970 -1.06720  0.00
H -2.59880 -1.86230 2.94330  0.00
C -1.83160 3.92830 1.49980  0.01
H 1.95040 -4.21250 -2.63730  0.00
H 4.41340 3.69140 0.48270  0.00
N 3.40040 0.57530 1.11320  0.00
H -2.58830 3.25160 -5.61580  0.00
C 3.37500 1.84720 0.59750  0.00
C 1.39660 -1.50010 -4.00190  0.00
H -4.69070 3.91720 -1.94200  -0.01
C 5.45210 2.30690 1.75470  0.00
O 2.45430 -0.28120 0.83340  -0.01
H 4.02830 -2.34240 -2.81560  0.00
H 1.00240 2.71190 2.30410  0.00
C -2.61130 1.31400 1.66670  0.00
N -0.91590 -1.50020 1.71460  -0.01
N -1.86510 2.21650 -2.52010  0.27
H 4.31560 -0.84360 2.26280  0.00
H -3.42790 -2.30540 -3.77950  0.00
H -0.30770 -3.25440 0.75350  0.00
C 0.81040 -0.42120 3.15210  0.00
H -1.79710 -3.44400 1.70670  0.00
H 2.73890 0.72670 5.68480  0.00
H 4.01390 -0.76680 -2.04340  0.00
H 6.19750 0.65990 2.93960  0.00
H -0.00610 -2.39010 3.42200  0.00
H -2.98700 2.53450 -0.80310  0.00
C -3.29970 -3.57720 -2.04010  0.00
C 2.15190 0.72610 4.77840  0.00
C -2.00270 -2.61350 -0.26580  0.00
N 0.62500 0.69730 2.43260  0.00
H 6.26050 2.97750 2.00310  0.00
C -2.96470 3.62090 2.24450  0.01
H -3.87590 -4.39070 -2.45550  0.00
C 4.43330 2.70770 0.92610  0.00
H 1.66890 -4.02870 -0.92210  0.00
S 2.11110 2.35910 -0.41750  -0.03
C 3.59510 -1.76960 -1.99660  0.00
Si 1.64180 -1.73120 -2.07500  -0.03
H -0.90650 1.95490 -4.32750  0.03
H -2.13030 -0.48590 -2.72120  0.07
C 4.39950 0.17720 1.91710  0.00
N -1.78690 -1.47910 -0.95940  -0.05
H -2.90780 -4.55360 -0.15950  0.00
C 0.24310 -1.70580 2.59080  0.00
H 2.04330 -2.16770 -4.56650  0.00
C 1.55300 -0.44450 4.32030  0.00
H 1.68050 -1.37020 4.86340  0.00
C -3.05700 -2.41410 -2.77180  0.00
C -3.87320 3.49710 -2.50610  -0.12
H 1.03850 -2.16990 1.99110  0.00
N -1.50380 1.60750 0.96210  -0.04
H -4.51560 4.29750 -4.40740  0.04
C -3.35960 2.28760 2.30910  0.01
C 1.35910 -3.67010 -1.90310  0.00
C -2.69960 3.13330 -4.55050  -0.06
C -2.04810 -1.00950 2.50910  0.00
C -1.24790 -2.75930 1.03520  0.00
H 1.63700 -0.48300 -4.30510  0.00
H -1.64980 -0.41610 3.33670  0.00
C -3.78190 3.71240 -3.88080  0.39
C 1.96360 1.88540 4.03340  0.00
H -4.01130 -0.19500 2.19800  0.00
H 0.37250 -1.69920 -4.31020  0.00

E_tot, eV: -82102.229
Kohn-Sham gap (spin up / spin down), eV: 3.80 / 6.65
Spin multiplicity: 6
HOMO energy (spin up / spin down), hartree: -0.135 / -0.239
ΔE to the lowest compared entry with this formula, charge and spin, kcal per mole: 4.4
Molecular weight, g mol⁻¹: 743.85